No. 1
17
Properties=species:S:1:pos:R:3:forces:R:3 method="wB97M-V/def2-TZVPD" charge=0 de_lowest_kj_mol=181.1 lumo_ev=0.4
N -0.183 1.600 -0.506 1.6 1.9 0.7
C 1.043 1.312 -1.094 1.8 -1.5 0.1
N 1.252 0.058 -1.677 -1.6 2.3 0.3
O 1.930 2.120 -0.897 0.2 0.4 -0.8
H -1.034 1.198 -0.727 -1.6 -1.0 -1.0
H -0.185 2.626 -0.352 -0.3 -1.2 0.0
H 1.990 -0.206 -2.282 0.9 0.7 -0.1
H 0.777 -0.715 -1.284 -0.6 -0.6 0.1
O -1.326 -1.277 0.771 1.0 2.8 -3.8
H -1.596 -1.833 1.412 -1.7 -2.2 3.7
H -1.346 -0.322 1.004 -0.2 -0.8 0.6
O 0.658 -2.123 -0.466 2.5 -1.7 -1.1
H -0.142 -2.186 -0.010 -2.3 0.4 1.3
H 0.907 -3.040 -0.631 0.3 0.2 -0.2
O -1.200 1.047 2.147 -7.1 -3.4 5.5
H -1.013 0.425 2.906 0.4 1.5 -1.5
H -0.532 1.317 1.685 6.9 2.3 -3.9

No. 2
16
Properties=species:S:1:pos:R:3:forces:R:3 method="wB97M-V/def2-TZVPD" multiplicity=3 charge=+1 de_lowest_kj_mol=0.0 lumo_ev="-2.9 / -6.5" s2=2.011
C -1.747 0.585 -0.228 -0.9 2.4 1.1
N -2.947 0.028 -0.155 1.7 -1.0 -0.1
N 2.934 0.182 -0.171 0.8 -2.3 -1.7
N -0.758 -1.773 0.514 1.1 -4.4 -1.2
N -0.608 0.093 0.135 1.6 2.3 -1.0
N 0.472 0.894 0.215 -2.2 -0.3 0.3
H -1.630 1.663 -0.444 -1.0 -0.4 -0.4
H -3.784 0.526 -0.252 -0.9 1.2 -0.6
H -3.086 -0.955 0.016 0.5 -0.3 0.4
H 3.021 0.164 -1.193 -0.2 0.1 0.1
H 3.736 -0.403 0.082 -0.5 0.1 0.5
H -0.618 -2.114 -0.544 0.0 0.4 3.1
H 0.088 -2.053 1.118 -1.4 0.3 -1.5
H 1.348 0.397 -0.068 0.4 0.2 1.0
H 3.155 1.099 0.072 0.8 1.9 0.7
H 0.425 1.666 0.904 0.2 -0.4 -0.7

No. 3
14
Properties=species:S:1:pos:R:3:forces:R:3 method="wB97M-V/def2-TZVPD" charge=+1 de_lowest_kj_mol=854.5 lumo_ev=-11.3
C 0.288 -0.046 2.479 0.7 -1.1 0.5
N -0.497 -0.123 -2.149 -0.2 -0.4 -0.4
H 1.196 0.481 2.760 0.0 0.3 -0.2
H -0.585 0.575 2.407 -0.2 0.2 -0.3
H 0.149 -0.854 3.200 -0.2 0.1 0.1
H 0.535 -0.625 1.554 -0.2 0.3 -0.3
H 0.174 -0.476 -2.851 0.1 0.2 -0.2
H -1.453 -0.270 -2.556 0.5 -0.1 0.2
H -0.084 -1.135 -1.028 -0.6 0.5 0.2
H 0.267 -2.521 -0.205 -0.1 0.0 -0.2
O 0.395 -1.559 -0.267 0.4 -0.1 0.3
H -0.319 2.974 -1.067 0.0 0.0 0.0
H -0.230 1.424 -1.392 -0.3 0.0 0.4
O 0.163 2.155 -0.885 0.3 0.1 -0.2

No. 4
14
Properties=species:S:1:pos:R:3:forces:R:3 method="wB97M-V/def2-TZVPD" multiplicity=2 charge=+2 de_lowest_kj_mol=0.0 lumo_ev="-7.8 / -16.7" s2=0.757
C 0.818 1.417 0.519 0.1 0.0 -0.9
N -0.418 0.606 0.244 -0.6 -0.7 0.8
H 0.910 2.070 -0.348 0.3 0.3 0.4
H 0.745 1.960 1.453 -0.2 0.1 0.0
H 1.659 0.725 0.544 -0.1 0.1 0.0
H -0.405 0.197 -0.695 0.1 0.2 0.3
H -1.304 1.113 0.349 0.3 0.4 -0.1
H -0.484 -0.172 0.925 0.2 0.2 -0.4
H -1.788 -0.784 -2.941 0.1 0.2 0.1
H -0.332 -0.669 -3.498 0.2 0.1 0.1
O -0.884 -0.442 -2.707 -0.4 -0.5 -0.5
H -0.128 -2.476 2.145 -0.3 0.0 -0.1
H 1.242 -1.830 2.227 -0.1 0.3 -0.3
O 0.369 -1.715 1.784 0.5 -0.6 0.5

No. 5
15
Properties=species:S:1:pos:R:3:forces:R:3 method="wB97M-V/def2-TZVPD" charge=+1 de_lowest_kj_mol=182.8 lumo_ev=-4.4
C 1.683 0.128 -0.991 -7.5 3.4 1.3
N 0.382 -0.022 -0.687 2.2 0.3 -2.0
H 2.259 -0.651 -1.064 3.0 -4.6 -0.1
H 2.145 1.094 -1.159 -0.6 0.2 0.0
H -0.321 0.779 -0.676 1.4 -0.4 0.3
H -0.117 -0.953 -0.416 1.8 1.1 -0.4
H 0.439 -3.228 0.662 -1.6 1.1 -1.0
H -0.516 -3.081 -0.611 0.1 -0.4 0.3
O -0.297 -2.675 0.240 1.4 -0.7 0.4
H -0.801 -0.095 2.195 0.0 -0.8 -0.6
H 0.201 0.967 1.961 -0.7 -3.6 -2.3
O -0.120 0.014 1.499 0.4 4.4 4.3
H -2.188 2.339 -1.017 3.0 0.5 3.1
H -1.380 3.081 0.375 -0.5 -2.1 -2.4
O -1.368 2.302 -0.310 -2.5 1.5 -1.0

No. 6
16
Properties=species:S:1:pos:R:3:forces:R:3 method="wB97M-V/def2-TZVPD" charge=-1 de_lowest_kj_mol=35.4 lumo_ev=4.1
N 2.145 -0.917 -0.263 -0.4 -0.2 -0.1
C 0.698 -1.289 -0.559 1.5 -1.3 -0.4
O -0.202 -0.681 0.206 -0.2 0.6 -0.2
H 2.151 -0.577 0.697 0.0 0.0 -0.1
H 2.334 -0.118 -0.850 0.2 0.3 0.2
H 0.682 -2.395 -0.492 -0.2 -0.1 0.4
H 0.698 -1.180 -1.684 -0.6 0.6 0.2
H 0.029 1.115 -2.084 0.0 0.4 -0.2
H -0.032 0.774 -0.640 -0.2 -0.1 0.8
O 0.062 1.574 -1.237 0.0 -0.2 -0.3
H -2.745 2.699 -0.285 0.1 0.1 -0.1
H -1.317 2.872 -0.744 0.2 -0.2 -0.2
O -2.154 3.361 -0.661 -0.2 0.0 0.2
H -0.146 -1.693 1.782 -0.7 0.1 -0.5
H 0.577 -2.518 2.806 -0.1 -0.2 0.2
O -0.316 -2.368 2.481 0.5 0.2 0.1

Among the records above, which one has the lowest charge?
CH10NO4

Among the records above, which one has the lowest charge?
CH10NO4